# 1
The following is a DFT calculation (ωB97M-V/def2-TZVPD) of a 4-piece molecular cluster, C18H27BF10N2O8 overall at a distorted geometry.

Calculated values
HOMO: -0.3405 Ha
charge: 0
energy: -66318.2913 eV

The geometry in XYZ format:
```
66
Properties=species:S:1:pos:R:3:nbo_charge:R:1
C 0.9314 2.5225 3.6375 -0.65
C 0.5140 2.2829 2.2056 0.21
F 0.2582 3.4949 1.5653 -0.37
C -0.6575 1.3291 1.9473 -0.23
C -0.9429 0.2553 2.9967 -0.55
C -2.4237 -0.0640 2.8033 0.71
O -3.0890 -0.7536 3.5207 -0.53
N -2.9331 0.6870 1.6862 -0.67
C -2.0889 1.9182 1.7310 -0.41
B -2.6966 2.9724 2.7797 1.11
N -4.1088 2.9130 3.1785 -1.16
O -1.9045 3.9637 3.2914 -0.89
H 0.1253 2.9162 4.2518 0.21
H 1.7530 3.2384 3.6486 0.23
H 1.3067 1.5929 4.0674 0.22
H 1.3800 1.8558 1.6924 0.18
H -0.4246 0.8629 0.9840 0.20
H -0.3350 -0.6466 2.9310 0.25
H -0.8467 0.6394 4.0163 0.24
H -2.7012 0.1455 0.8541 0.37
H -2.1316 2.3698 0.7336 0.25
H -4.7048 2.8343 2.3607 0.39
H -4.3104 2.0786 3.7249 0.39
H -2.0068 4.0699 4.2423 0.50
C -10.8262 2.1037 1.4804 -0.64
C -9.6119 1.4647 2.1139 -0.08
O -8.5126 1.3788 1.1759 -0.48
C -7.8071 2.4842 1.0091 0.69
O -7.9685 3.5424 1.5405 -0.54
C -6.6466 2.2168 0.0216 0.90
F -7.0628 1.5490 -1.0583 -0.31
F -5.6992 1.4893 0.6291 -0.31
F -6.1018 3.3631 -0.3759 -0.30
H -11.1160 1.5619 0.5801 0.22
H -11.6591 2.0834 2.1829 0.22
H -10.6271 3.1398 1.2109 0.23
H -9.8070 0.4332 2.3967 0.20
H -9.2816 2.0098 2.9972 0.20
C 5.0155 -1.0609 -1.5586 -0.64
C 3.8382 -1.9240 -1.1726 -0.08
O 3.8682 -2.2530 0.2391 -0.47
C 3.4190 -1.3272 1.0624 0.70
O 2.9774 -0.2495 0.7869 -0.56
C 3.4865 -1.8411 2.5209 0.90
F 4.6586 -2.4190 2.7876 -0.30
F 2.5152 -2.7436 2.7234 -0.31
F 3.3056 -0.8359 3.3731 -0.30
H 5.9517 -1.5413 -1.2796 0.22
H 5.0122 -0.8947 -2.6354 0.22
H 4.9690 -0.0930 -1.0599 0.22
H 3.8680 -2.8865 -1.6770 0.21
H 2.8890 -1.4425 -1.4046 0.20
C 6.7323 -3.0163 -7.9280 -0.64
C 7.5312 -4.0914 -7.2287 -0.08
O 7.7796 -3.7454 -5.8437 -0.48
C 6.7894 -3.9764 -5.0013 0.69
O 5.7142 -4.4402 -5.2422 -0.54
C 7.2241 -3.5878 -3.5678 0.90
F 7.8218 -2.3929 -3.5428 -0.31
F 8.0798 -4.4963 -3.0868 -0.31
F 6.1635 -3.5417 -2.7636 -0.31
H 7.2352 -2.0528 -7.8452 0.22
H 6.6290 -3.2658 -8.9838 0.23
H 5.7367 -2.9248 -7.4964 0.23
H 8.5225 -4.1962 -7.6625 0.20
H 7.0315 -5.0583 -7.2673 0.20
```

=====

# 2
The following is a DFT calculation (ωB97M-V/def2-TZVPD) of C25H23Cl5N7SV as an isolated structure at a distorted geometry.

Calculated values
<S²>: 0.76
HOMO (spin up / spin down): -0.3357 / -0.3140 Ha
energy relative to the best compared isomer or geometry (same formula, charge and spin): 31.8 kcal/mol
2S+1: 2
charge: +1
energy: -135858.0769 eV

The geometry in XYZ format:
```
62
Properties=species:S:1:pos:R:3:nbo_charge:R:1
V 0.2912 0.3121 -0.2716 0.77
C -1.1100 2.2298 1.4270 -0.26
N 0.2548 1.6796 1.4292 -0.44
C 1.2071 2.7069 0.9482 -0.27
C 2.4337 2.0004 0.4565 0.24
C 3.7258 2.3580 0.7799 -0.24
C 4.7818 1.6262 0.2537 -0.11
C 4.4928 0.5691 -0.5951 -0.25
C 3.1732 0.2657 -0.8631 0.10
N 2.1447 0.9392 -0.3222 -0.53
C 0.6456 1.2819 2.7862 -0.25
C -0.1395 0.1302 3.3762 0.21
C 0.0187 -0.1471 4.7312 -0.24
C -0.6732 -1.2080 5.2859 -0.14
C -1.5096 -1.9559 4.4703 -0.25
C -1.6120 -1.5977 3.1394 0.05
N -0.9500 -0.5756 2.5922 -0.47
C -1.6009 2.3626 0.0062 0.22
C -2.6951 3.1037 -0.2878 -0.38
C -3.1158 3.1866 -1.6619 -0.16
C -2.4708 2.5021 -2.6123 -0.24
C -1.3107 1.5963 -2.2747 -0.13
N -0.8572 1.6622 -0.8964 -0.72
H -1.1542 3.1909 1.9539 0.21
H -1.7558 1.5304 1.9578 0.24
H 1.4395 3.4427 1.7250 0.21
H 0.7498 3.2198 0.1024 0.25
H 3.9020 3.1980 1.4382 0.24
H 5.8054 1.8799 0.4929 0.24
H 5.2796 -0.0236 -1.0390 0.24
H 2.9226 -0.5409 -1.5365 0.22
H 0.5476 2.1386 3.4684 0.20
H 1.7048 1.0101 2.7643 0.22
H 0.6811 0.4636 5.3316 0.23
H -0.5637 -1.4472 6.3353 0.23
H -2.0780 -2.7900 4.8568 0.23
H -2.2600 -2.1601 2.4738 0.19
H -3.2124 3.6529 0.4865 0.22
H -3.9452 3.8317 -1.9220 0.22
H -2.7521 2.5710 -3.6542 0.21
H -0.4611 1.8087 -2.9412 0.19
Cl 1.1091 -1.8357 0.3934 0.18
C 0.9440 -2.8779 -0.9931 -0.12
C 0.5650 -2.3382 -2.2244 -0.23
C 0.4129 -3.2199 -3.3054 -0.06
Cl -0.0772 -2.6073 -4.8347 0.06
C 0.6560 -4.5823 -3.1653 -0.07
Cl 0.4958 -5.6345 -4.5073 0.09
C 1.0349 -5.0985 -1.9233 -0.08
Cl 1.3089 -6.7790 -1.7374 0.09
C 1.1748 -4.2407 -0.8362 -0.07
Cl 1.6233 -4.8677 0.6991 0.07
N -1.8503 -0.8091 -0.4039 -0.62
N -2.4315 -0.5804 -1.6673 -0.47
C -1.7306 0.1294 -2.6212 0.53
N -2.1916 -0.0409 -3.8839 -0.79
S 0.4000 -0.6002 -2.4450 -0.01
H -1.7270 -1.8038 -0.2510 0.38
H -2.4631 -0.4501 0.3197 0.40
H -3.0106 -1.3257 -2.0214 0.38
H -2.4624 -0.9620 -4.1861 0.40
H -1.7550 0.5196 -4.5965 0.41
```

=====

# 3
The following is a DFT calculation (ωB97M-V/def2-TZVPD) of C46H39Br2F3N5O5S2SbZr as an isolated structure at a distorted geometry.

Calculated values
HOMO: -0.4702 Ha
energy relative to the best compared isomer or geometry (same formula, charge and spin): 58.7 kcal/mol
charge: +2
energy: -243736.2923 eV

The geometry in XYZ format:
```
104
Properties=species:S:1:pos:R:3:lowdin_charge:R:1
Zr 0.1485 -0.0777 -0.6449 1.55
C 3.0641 1.3180 0.9831 -0.05
O 1.6490 1.2535 0.7616 -0.29
C 0.9118 2.3006 1.3094 -0.21
C 1.4553 3.4786 1.7934 0.01
C 0.6226 4.4475 2.3380 -0.04
C -0.7472 4.2515 2.4083 -0.05
C -1.2965 3.0796 1.9271 0.00
C -0.4813 2.0861 1.3761 -0.22
N -0.9668 0.8713 0.8740 -0.14
N -2.2625 0.7418 0.9334 0.11
C -2.9258 -0.3244 0.5068 -0.15
C -2.2993 -1.5240 0.0223 -0.34
O -1.0233 -1.5526 -0.2652 -0.48
C -3.0705 -2.6943 -0.1152 -0.02
C -4.4300 -2.6536 0.0023 0.06
C -5.1117 -1.4409 0.2631 -0.15
C -6.5166 -1.3839 0.2183 0.00
C -7.1727 -0.1987 0.4499 -0.04
C -6.4436 0.9468 0.7719 -0.03
C -5.0665 0.9112 0.8381 -0.01
C -4.3715 -0.2688 0.5618 -0.08
H 3.2747 1.4246 2.0523 0.10
H 3.5152 2.1462 0.4283 0.11
H 3.4812 0.3665 0.6386 0.10
H 2.5178 3.6597 1.7552 0.12
H 1.0590 5.3564 2.7151 0.12
H -1.3844 5.0089 2.8379 0.12
H -2.3591 2.9081 1.9749 0.11
H -2.5495 -3.6077 -0.3564 0.13
H -5.0079 -3.5557 -0.1422 0.14
H -7.0674 -2.2834 -0.0162 0.13
H -8.2485 -0.1531 0.3855 0.12
H -6.9647 1.8713 0.9633 0.12
H -4.5097 1.7986 1.0880 0.10
Br -1.6676 -1.9776 -3.1203 0.85
C 0.0749 -2.6268 -3.6110 -0.88
Br 1.2017 -2.5218 -2.0417 0.75
H 0.4830 -1.9908 -4.4038 -0.02
H -0.0071 -3.6651 -3.9255 0.03
F 5.5880 -5.6600 3.8120 0.10
C 4.6500 -4.8572 3.3063 -0.26
C 4.7484 -4.4526 1.9857 0.01
C 3.7851 -3.5993 1.4725 -0.12
C 2.7422 -3.1657 2.2770 -0.40
C 2.6445 -3.6049 3.5925 -0.13
C 3.5999 -4.4517 4.1173 0.02
Sb 1.2373 -1.7715 1.5754 1.56
C 1.4731 -0.4831 3.3162 -0.34
C 0.4530 0.3441 3.7687 -0.12
C 0.7003 1.3155 4.7245 0.01
C 1.9870 1.4520 5.2188 -0.26
F 2.2472 2.4300 6.0926 0.09
C 3.0153 0.6152 4.8137 0.01
C 2.7476 -0.3494 3.8584 -0.14
C -0.3301 -3.1253 2.2461 -0.35
C -0.1351 -4.4913 2.0565 -0.11
C -1.1011 -5.4000 2.4508 0.02
C -2.2680 -4.9270 3.0296 -0.27
F -3.2074 -5.7969 3.4129 0.09
C -2.4858 -3.5729 3.2197 0.00
C -1.5129 -2.6732 2.8162 -0.12
H 5.5694 -4.8011 1.3805 0.13
H 3.8499 -3.2778 0.4385 0.09
H 1.8188 -3.2734 4.2079 0.11
H 3.5446 -4.7950 5.1380 0.13
H -0.5562 0.2297 3.3928 0.08
H -0.0821 1.9683 5.0797 0.13
H 4.0035 0.7292 5.2335 0.13
H 3.5362 -1.0191 3.5414 0.10
H 0.7913 -4.8494 1.6209 0.10
H -0.9552 -6.4608 2.3222 0.13
H -3.3993 -3.2397 3.6852 0.13
H -1.6881 -1.6137 2.9632 0.09
N 3.3887 5.3619 -5.7574 0.15
C 2.6077 4.2655 -5.7757 -0.30
C 1.2158 4.3783 -5.5942 0.00
C 0.4242 3.2560 -5.5645 -0.06
C 1.0148 2.0084 -5.7083 -0.32
C 2.3797 1.8648 -5.9042 -0.07
C 3.1718 2.9873 -5.9458 -0.01
S 0.0215 0.5825 -5.5346 0.69
O -1.3174 0.7500 -5.9930 -0.34
O 0.7333 -0.6302 -5.7956 -0.27
N -0.1842 0.5160 -3.8107 -0.12
C -1.1892 1.1839 -3.1990 -0.69
S -2.5355 1.8234 -4.0653 1.16
C -3.1486 2.4148 -2.5607 -0.32
C -2.3342 2.0897 -1.5391 -0.22
N -1.2157 1.3491 -1.8816 -0.06
H 2.9714 6.2764 -5.7516 0.11
H 4.3592 5.2916 -6.0081 0.11
H 0.7745 5.3575 -5.4991 0.12
H -0.6471 3.3251 -5.4604 0.09
H 2.7844 0.8756 -6.0459 0.12
H 4.2303 2.8980 -6.1244 0.12
H -4.0662 2.9649 -2.5221 0.08
H -2.4883 2.3869 -0.5173 0.09
C 2.4105 1.4428 -2.2027 -0.12
O 1.5834 0.3697 -1.8363 -0.58
H 1.9397 2.4093 -1.9514 0.11
H 2.5989 1.4296 -3.2856 0.08
H 3.3856 1.3669 -1.7068 0.09
H 0.6172 0.3089 -3.1662 0.05
```